C11H13ClCuN3S | wB97M-V/def2-TZVPD

The geometry in XYZ format:
```
30
Properties=species:S:1:pos:R:3:forces:R:3:lowdin_charge:R:1
Cu -1.5420 0.6725 1.3085 -0.0082 -0.6793 0.1916 0.42
Cl 3.8333 -3.0353 2.5557 2.0445 -0.6981 -0.2532 0.70
S -1.3340 2.5830 -2.6100 -0.5591 -0.3246 -0.2562 1.08
N -0.1992 0.8078 -1.1948 -0.3865 0.2219 -0.3566 0.03
N -3.4427 2.2668 -0.8876 -0.0188 0.3463 0.5504 0.11
N -1.3343 1.1715 -0.5191 -1.2895 0.9283 -0.0465 -0.13
C 2.2364 -2.5605 2.4566 -1.9555 0.0708 -0.8844 -0.75
C 1.7531 -1.8152 1.3561 -0.8002 -0.2045 2.1433 -0.09
C 0.4997 -1.2289 1.4846 -0.1449 -0.5415 0.7490 -0.05
C 0.9068 0.8747 -3.3415 -0.5775 -0.2457 -1.8764 -0.22
C -0.3316 -1.4408 2.6458 2.2914 0.7518 -1.9401 -0.34
C 0.1689 -2.3169 3.5762 -1.2211 -0.5204 1.0844 -0.08
C -0.0894 1.3837 -2.3435 0.3609 -0.0907 0.6430 -0.58
C -2.1412 2.0014 -1.1527 1.8446 -0.6156 -0.8439 -0.65
C 1.3866 -2.9443 3.4808 1.1339 -0.4328 0.6053 -0.13
C -1.4983 -0.5852 2.8085 -1.5621 1.9235 0.1999 -0.27
C 1.6719 1.8895 -4.2684 -0.7651 -2.0480 0.0449 -0.08
H -3.7856 3.1563 -1.2215 -0.0975 -0.1657 0.0635 0.10
H 2.5995 2.2606 -3.8409 -0.2427 0.2710 0.0555 0.07
H 1.8814 1.3748 -5.2442 -0.0294 0.5411 0.9537 0.09
H 1.7435 -3.6867 4.2517 -0.4172 1.1256 -0.8538 0.12
H -1.5425 0.0240 3.7394 0.0218 -0.9422 -0.2353 0.03
H 2.3469 -1.6362 0.5073 0.8202 0.2662 -0.8118 0.08
H 0.1973 -0.5152 0.7115 0.0887 -0.5537 0.2159 0.04
H -3.8409 1.9506 -0.0012 0.4567 0.1169 -0.3501 0.11
H 0.9066 2.6149 -4.4517 0.1634 1.1262 -0.4056 0.04
H -0.4358 -2.4978 4.4638 0.0223 -0.0861 -0.1117 0.12
H 1.5105 0.1355 -2.8698 0.8126 -0.1440 0.8139 0.10
H 0.3169 0.1905 -4.0199 0.2159 0.8808 0.4111 0.13
H -2.4419 -1.0951 2.6202 -0.2013 -0.2776 0.5001 0.01
```
Positions in Å, forces in eV/Å.

Values from the calculation:
- strongest force on any atom (Eh/bohr) = 0.0602
- 2S+1 = 1
- E_tot (eV) = -84083.502
- lowest unoccupied orbital energy (eV) = -0.054